This record from OMol25 describes a 6-piece molecular cluster, C52H62F5NO6 overall in a non-equilibrium geometry. The level of theory is ωB97M-V/def2-TZVPD.

```
126
Properties=species:S:1:pos:R:3:forces:R:3
C 0.4544 5.8024 -0.1741 -0.078 0.393 0.191
C -4.5920 6.9701 -0.7082 -0.005 -0.233 -0.175
H -2.0817 -8.6167 -2.3200 0.001 -0.005 0.001
H -8.7746 3.7714 6.2536 0.000 0.003 0.001
C -4.8811 3.1386 0.7469 -0.136 0.158 -0.180
O -2.8084 8.5480 -2.9742 0.490 0.972 -0.289
C -8.8256 4.5758 2.9644 0.033 0.152 -0.123
C -3.3353 7.5478 -2.6306 0.277 -0.439 0.165
H -0.0145 5.3844 -1.0601 0.099 -0.170 -0.140
C -8.6793 4.7272 4.3356 -0.017 -0.100 0.016
H 1.1602 -3.4521 -1.4254 0.078 -0.204 0.072
C 10.3816 -4.3071 -0.7426 0.013 0.206 -0.063
O -4.0903 6.7906 -3.4691 -0.754 -0.311 0.514
H -1.5368 0.9903 -2.7165 -0.112 0.038 -0.160
C 8.2822 -0.6030 -1.1199 0.043 -0.025 -0.004
H -2.5809 1.4946 2.0631 0.018 -0.025 0.102
C 9.9549 -6.9213 0.0913 0.045 0.086 0.000
H -3.0042 -7.0910 3.9978 0.020 -0.018 -0.010
H -1.0051 -3.4431 5.0576 -0.005 0.001 0.002
H -4.9047 5.1760 -1.8580 0.088 -0.210 0.089
C -9.4124 2.2569 3.2933 -0.050 -0.166 -0.079
C 6.4930 -1.1470 0.3929 -0.061 -0.125 0.120
H 0.0406 7.8796 -0.6474 -0.028 0.162 -0.075
H 1.3188 -0.3829 0.5423 0.070 -0.285 -0.093
O 0.4639 7.6854 1.3235 0.010 0.218 -0.155
C -2.1692 -6.4092 3.9084 -0.128 -0.080 0.023
H 1.5326 5.8663 -0.2778 0.122 0.024 -0.251
F 1.3775 -5.4155 -0.1665 0.069 -0.102 0.073
C 9.1131 -6.3557 -0.8551 -0.147 -0.100 -0.074
H 8.2533 -2.3400 0.1384 -0.020 -0.015 0.022
C 3.0544 -1.4701 -2.1324 -0.499 0.060 0.356
H -6.9149 3.3463 0.1644 -0.142 -0.070 -0.076
C 1.6655 0.4474 -0.0610 -0.378 0.533 0.339
H 6.0423 -1.7863 1.1404 -0.024 0.012 -0.013
H 0.7577 -6.1416 2.2267 -0.024 -0.007 -0.013
H -6.3086 6.2260 -1.7546 -0.168 -0.121 -0.110
H 0.1965 -2.3581 -3.8367 -0.118 -0.188 -0.004
C -1.7510 1.0939 -1.6647 -0.063 0.071 0.485
H -0.1430 -0.3691 -2.8514 -0.194 0.000 0.060
C -3.0678 1.3325 -1.2654 0.622 -0.038 -0.070
F -1.1674 -7.8578 2.3516 -0.001 -0.019 -0.011
C -8.8925 3.6505 5.1852 0.007 -0.002 0.046
H 0.2896 -9.2932 -2.1484 0.019 -0.002 -0.007
C 11.2137 -4.8786 0.2088 -0.057 -0.097 0.001
N -3.2498 6.9701 -1.3491 -0.291 0.293 -0.131
H 3.3617 -1.7501 -1.1284 0.158 0.067 0.129
C -1.0389 -4.3654 4.4932 0.001 0.043 0.017
C -0.8415 -5.8524 -0.8097 -0.055 0.189 0.075
H -9.7002 1.3059 2.8654 0.013 0.013 -0.023
H 9.7903 -7.9412 0.4115 -0.021 -0.006 0.001
H 0.8366 -4.0157 3.5099 0.020 -0.012 -0.010
C 0.4776 -6.2502 -0.7308 -0.178 -0.124 -0.085
C -2.3466 1.3772 1.0147 0.173 0.073 -0.294
O -4.6714 1.7563 0.4622 0.357 0.077 0.062
C 9.3420 -5.0556 -1.2595 0.152 -0.085 0.176
C -5.9450 3.7101 -0.1738 -0.683 -0.272 0.443
H 3.5313 -2.1548 -2.8258 0.173 -0.052 -0.087
C 7.6035 0.5407 -1.5171 0.012 -0.083 0.046
C -9.1938 3.3415 2.4680 0.052 0.039 0.220
C -9.2562 2.4171 4.6622 0.025 0.105 -0.009
C -1.1258 -6.7103 3.0562 -0.005 0.144 0.080
C 6.3663 0.8444 -0.9682 -0.078 0.137 -0.060
H 8.0372 1.1997 -2.2570 -0.014 0.008 -0.014
H 1.9480 -7.7467 -1.1272 -0.003 0.019 0.020
H 1.2614 -2.2378 -0.1952 -0.190 0.167 0.147
C 0.9041 -7.4732 -1.2059 0.183 -0.043 0.014
H -3.8351 1.3995 -2.0217 -0.208 0.038 0.060
C 7.7259 -1.4462 -0.1677 0.016 0.091 -0.069
H -1.9445 5.9738 0.2757 -0.292 -0.101 -0.008
C -0.0271 -8.3278 -1.7775 -0.080 0.064 0.014
C -0.6934 0.9942 -0.7494 -0.515 -0.351 0.186
H 2.6966 0.3267 -0.3454 0.037 -0.242 -0.232
C -3.3675 1.4918 0.0830 0.088 -0.218 -0.378
H 0.9908 2.9261 -0.9463 0.200 0.140 0.082
C 1.1952 2.1915 -1.7222 -0.483 -0.323 0.056
H -5.2197 3.2472 1.7758 0.089 0.003 0.164
C -1.0305 1.1389 0.6017 -0.508 0.102 -0.095
H -1.8896 7.4107 1.3419 -0.170 -0.049 0.144
C -5.4730 5.8137 -1.1874 0.007 0.480 0.127
H 1.3787 0.3389 -3.2436 0.129 0.057 -0.102
F -9.3394 3.1914 1.1362 -0.014 -0.019 -0.043
H -4.7473 7.3875 -3.8489 0.230 -0.015 -0.492
C 11.0036 -6.1855 0.6253 0.035 -0.015 0.038
H 1.6596 1.3038 0.6126 0.084 0.144 0.109
H -5.8294 3.3607 -1.1986 0.275 0.105 -0.145
C 5.8361 -0.0065 -0.0205 0.143 -0.039 -0.071
C -0.0034 -4.6873 3.6261 -0.118 -0.022 0.060
H -0.2902 1.0844 1.3820 0.198 -0.094 -0.003
H -9.4188 1.5753 5.3216 -0.014 -0.015 -0.007
C -1.6707 7.0215 0.3496 0.514 0.424 0.009
C 1.5147 -1.5445 -2.2764 -0.066 -0.604 -0.643
C 0.8440 -0.1744 -2.4446 0.258 -0.137 0.424
C -0.1504 7.1649 0.1456 0.052 -0.583 0.386
H 8.2867 -6.9110 -1.2782 0.004 0.020 -0.022
H 12.0277 -4.3006 0.6250 0.008 0.016 -0.015
H 5.8159 1.7264 -1.2682 -0.010 -0.004 0.029
H 3.4023 -0.4605 -2.3297 0.238 0.083 -0.092
H -0.1988 -2.3945 -1.2400 -0.168 0.204 0.200
H 9.2450 -0.8380 -1.5538 -0.003 0.002 -0.013
F 8.5306 -4.5016 -2.1794 -0.012 0.019 -0.016
H -5.0712 7.9388 -0.8626 -0.014 0.111 0.004
H 10.5348 -3.2916 -1.0840 -0.024 -0.010 -0.026
H 11.6560 -6.6293 1.3651 -0.001 -0.004 0.000
C -1.3587 -7.9486 -1.8719 -0.030 -0.021 -0.019
C 0.7473 0.7891 -1.2319 0.003 0.592 -0.029
H 0.2578 5.1455 0.6758 -0.113 -0.234 -0.019
H -8.6554 5.3992 2.2834 -0.003 -0.025 -0.021
H 0.5971 2.4660 -2.5881 0.070 0.132 -0.215
H 0.5396 6.9628 1.9527 0.048 -0.018 0.106
H -2.9246 -4.9799 5.3106 -0.020 -0.005 -0.006
H -8.3978 5.6900 4.7402 0.013 0.012 -0.012
C -2.1181 -5.2273 4.6337 0.088 0.023 -0.046
C 1.2582 -2.2787 -3.6153 0.309 0.662 0.083
O -2.3964 7.8017 -0.5945 -0.157 -0.265 0.009
H -1.1356 -4.8867 -0.4200 0.030 0.001 0.006
O -5.9720 5.1207 -0.0616 0.119 -0.139 -0.167
H -4.4507 6.8549 0.3594 0.188 -0.098 0.114
H -3.9663 3.7128 0.6125 0.216 -0.018 0.034
F 4.6319 0.2854 0.5166 0.209 -0.001 0.090
H -2.7998 -6.4127 -1.4635 -0.007 0.014 0.020
H 1.7384 -3.2520 -3.6076 -0.128 -0.251 0.014
H 2.2499 2.1852 -1.9854 0.140 0.078 -0.044
C -0.0414 -5.8705 2.9035 0.174 -0.044 -0.138
C -1.7630 -6.7113 -1.3896 0.074 -0.081 -0.014
H 1.7320 -1.6983 -4.4076 -0.072 -0.001 -0.236
C 0.8879 -2.4275 -1.1947 0.227 -0.197 -0.348
```
Positions in Å, forces in eV/Å.

Kohn-Sham gap, eV: 9.24
Total energy, Ha: -3024.073303
Multiplicity: 1